83
Properties=species:S:1:pos:R:3:lowdin_spin:R:1 method="wB97M-V/def2-TZVPD" charge=+1 multiplicity=4 orbital_gap_ev="11.459 / 10.745"
Co -11.9770 -24.3405 2.9572 2.82
As -13.5468 -27.2073 4.7265 0.00
F -14.3551 -27.5795 3.1802 0.00
F -13.9307 -28.7191 5.5670 0.00
F -12.7766 -26.7691 6.2795 0.00
F -12.9867 -25.6246 4.0597 0.03
F -14.9613 -26.3384 5.3559 0.00
F -12.0981 -27.9509 4.0089 0.00
C -11.1507 -23.8585 8.2269 0.00
C -10.2713 -23.5052 6.9601 0.00
O -10.8200 -22.2541 6.5295 0.00
C -11.4655 -22.1936 5.3553 0.00
O -11.8254 -23.2028 4.7868 0.02
O -11.6044 -20.9536 4.9528 0.00
C -11.8347 -19.8600 5.8069 0.00
H -10.5365 -24.5374 8.8186 0.00
H -12.0007 -24.3204 7.7248 0.00
H -11.4044 -22.9825 8.8239 0.00
H -10.0799 -24.3370 6.2821 0.00
H -9.2593 -23.1486 7.1519 0.00
H -10.9762 -19.7280 6.4654 0.00
H -12.7246 -20.0656 6.4017 0.00
H -11.9840 -19.0392 5.1053 0.00
C -6.2941 -22.8114 2.7507 0.00
C -7.6664 -23.2331 2.2813 0.00
O -8.3466 -22.0857 1.8622 0.00
C -9.6922 -22.0565 1.8554 0.00
O -10.5376 -23.0259 2.0715 0.02
O -10.0711 -20.7691 1.4840 0.00
C -11.4435 -20.4158 1.3452 0.00
H -5.8238 -23.7085 3.1532 0.00
H -6.4887 -21.9874 3.4373 0.00
H -5.5981 -22.5978 1.9395 0.00
H -8.2396 -23.7345 3.0611 0.00
H -7.5529 -23.9231 1.4453 0.00
H -11.6261 -19.6866 2.1345 0.00
H -12.1876 -21.1945 1.5123 0.00
H -11.6931 -20.1366 0.3215 0.00
C -16.8558 -24.8704 2.3900 0.00
C -16.3310 -23.9565 3.4903 0.00
O -15.9610 -22.6210 3.1857 0.00
C -14.5239 -22.3340 3.0562 0.00
O -13.5744 -23.0641 2.8015 0.02
O -14.2677 -20.9586 3.1364 0.00
C -15.2223 -19.8548 3.2693 0.00
H -16.3525 -24.7004 1.4382 0.00
H -17.8782 -24.5550 2.1819 0.00
H -16.9344 -25.9524 2.4957 0.00
H -15.4839 -24.4823 3.9309 0.00
H -17.1800 -23.9287 4.1732 0.00
H -15.2998 -19.1198 2.4682 0.00
H -14.6635 -19.3151 4.0340 0.00
H -16.2169 -19.9629 3.7020 0.00
C -8.1618 -27.8120 5.8710 0.00
C -9.3155 -27.3356 5.0452 0.00
O -8.8548 -27.2352 3.7619 0.00
C -9.3692 -26.2032 2.8870 0.01
O -10.2693 -25.3369 3.2601 0.02
O -8.8807 -26.2994 1.6544 0.00
C -7.8281 -27.2001 1.2234 0.00
H -8.5628 -28.0326 6.8602 0.00
H -7.5907 -26.8890 5.9716 0.00
H -7.4377 -28.5774 5.5921 0.00
H -9.6273 -26.3513 5.3944 0.00
H -10.1781 -27.9921 5.1599 0.00
H -7.6006 -26.7452 0.2593 0.00
H -8.2625 -28.1746 1.0001 0.00
H -6.9775 -27.2268 1.9044 0.00
C -15.1405 -23.7732 -2.2375 0.00
C -14.4145 -25.1205 -1.7666 0.00
O -13.7952 -24.7105 -0.6469 0.00
C -13.0432 -25.5596 0.1099 0.00
O -12.7252 -25.1752 1.2299 0.02
O -12.6825 -26.6799 -0.4707 0.00
C -11.9164 -27.5910 0.3054 0.00
H -14.4146 -22.9752 -2.3934 0.00
H -15.9142 -23.5226 -1.5117 0.00
H -15.6918 -23.9246 -3.1655 0.00
H -13.8430 -25.5386 -2.5953 0.00
H -15.2844 -25.7431 -1.5575 0.00
H -12.5761 -28.0105 1.0649 0.00
H -11.1229 -27.1279 0.8918 0.00
H -11.4737 -28.4565 -0.1877 0.00

***

70
Properties=species:S:1:pos:R:3:nbo_charge:R:1 method="wB97M-V/def2-TZVPD" charge=0 multiplicity=2 orbital_gap_ev="7.732 / 8.109"
C -8.7965 -3.8284 -1.3944 -0.24
O -7.3870 -3.8679 -1.3934 -0.55
C -6.7972 -4.8733 -2.1992 -0.05
C -5.4070 -4.4155 -2.6559 -0.42
C -4.2970 -5.3948 -2.2803 -0.39
C -3.9904 -5.3911 -0.7683 -0.40
C -2.4987 -5.5537 -0.4881 -0.38
C -2.1647 -5.5161 1.0221 -0.45
C -1.1354 -4.4815 1.3344 0.34
N -1.5164 -3.3906 2.0008 -0.20
N -0.6187 -2.4604 2.2154 -0.18
C 0.6220 -2.6660 1.7633 -0.01
B 1.7128 -1.5132 1.9966 1.15
O 2.5862 -1.6663 3.0423 -0.89
N 1.7504 -0.3524 1.1238 -0.74
C 0.7256 0.6634 1.4437 -0.42
C 1.6716 -0.7752 -0.2785 -0.41
N 1.0060 -3.7831 1.1264 -0.19
N 0.1109 -4.7070 0.9047 -0.20
H -9.2028 -4.2536 -0.4701 0.17
H -9.1181 -2.7880 -1.4715 0.18
H -9.2206 -4.3830 -2.2376 0.17
H -7.4423 -5.0955 -3.0558 0.17
H -6.6986 -5.7911 -1.6007 0.16
H -5.4155 -4.2858 -3.7418 0.20
H -5.2171 -3.4321 -2.2203 0.22
H -4.5823 -6.4077 -2.5787 0.20
H -3.3830 -5.1173 -2.8124 0.20
H -4.3155 -4.4308 -0.3552 0.20
H -4.5470 -6.1877 -0.2671 0.20
H -2.1177 -6.4753 -0.9334 0.21
H -1.9736 -4.7369 -0.9939 0.20
H -3.0607 -5.2809 1.5967 0.23
H -1.7780 -6.4825 1.3475 0.23
H 3.0871 -2.4926 3.0229 0.51
H -0.1337 0.2453 1.9823 0.19
H 0.3415 1.0925 0.5172 0.20
H 1.1394 1.4794 2.0368 0.22
H 2.2890 -1.6595 -0.4515 0.20
H 0.6463 -1.0367 -0.5865 0.17
H 2.0083 0.0356 -0.9261 0.20
C 4.7011 3.7226 -1.1202 -0.63
C 3.2569 4.1639 -0.8041 0.09
C 2.9983 5.5915 -1.2991 -0.41
C 3.6822 6.6685 -0.4607 -0.40
C 3.3314 6.5109 1.0167 -0.42
C 3.6238 5.1087 1.5582 0.10
N 2.9769 4.0902 0.6670 0.03
O 1.7282 3.9513 0.9206 -0.40
C 5.1366 4.8840 1.6718 -0.62
C 3.0485 4.9565 2.9615 -0.61
C 2.3192 3.1992 -1.5206 -0.60
H 4.7167 3.1381 -2.0395 0.22
H 5.3796 4.5628 -1.2633 0.21
H 5.1032 3.0886 -0.3320 0.23
H 1.9190 5.7732 -1.2919 0.21
H 3.3225 5.6564 -2.3410 0.21
H 4.7658 6.6371 -0.6032 0.19
H 3.3583 7.6516 -0.8074 0.22
H 3.8832 7.2355 1.6205 0.21
H 2.2676 6.7265 1.1555 0.21
H 5.3522 3.8518 1.9503 0.22
H 5.5296 5.5331 2.4547 0.22
H 5.6840 5.1149 0.7626 0.21
H 1.9888 5.1950 2.9941 0.23
H 3.5756 5.6366 3.6321 0.21
H 3.1832 3.9380 3.3277 0.22
H 2.4482 2.1867 -1.1363 0.21
H 2.5620 3.2024 -2.5841 0.20
H 1.2761 3.4819 -1.4059 0.23

***

72
Properties=species:S:1:pos:R:3:mulliken_charge:R:1 method="wB97M-V/def2-TZVPD" smiles="CN(C)C=O.CN(C)C=O.BrCCBr.BrCCBr.BrCCBr.CCCC#N.CCCC#N" charge=0 orbital_gap_ev=9.169
C -13.3905 -13.2360 -33.2099 0.05
O -14.4019 -13.8927 -33.1142 -0.62
N -13.3768 -11.9232 -32.9654 0.10
C -12.0976 -11.2518 -32.7451 -0.83
C -14.5550 -11.2077 -32.5583 -0.99
H -12.4447 -13.6554 -33.5864 0.40
H -11.1498 -11.7896 -32.7640 0.13
H -12.0583 -11.0257 -31.6796 0.34
H -11.9533 -10.2905 -33.2384 0.39
H -14.7594 -11.2135 -31.4876 0.31
H -14.5257 -10.2134 -33.0039 0.36
H -15.4686 -11.5491 -33.0450 0.34
C -11.8294 -14.0865 -30.0790 -0.06
O -11.2740 -14.1492 -31.2035 -0.58
N -11.1951 -13.6243 -29.0309 0.41
C -11.7830 -13.5234 -27.7303 -0.79
C -9.7824 -13.1259 -29.1705 -0.33
H -12.8744 -14.3944 -29.9193 0.42
H -11.1533 -14.0962 -27.0495 0.18
H -12.8027 -13.8923 -27.6188 0.10
H -11.8049 -12.4614 -27.4861 0.40
H -8.9636 -13.6234 -28.6508 -0.29
H -9.5148 -12.9501 -30.2124 0.04
H -9.7392 -12.2208 -28.5646 0.41
C -11.4149 -16.7444 -26.5572 -0.71
C -10.7982 -16.5739 -25.2239 -0.16
C -9.8508 -17.7503 -24.7572 -0.24
C -9.2119 -17.4025 -23.4847 0.08
N -8.7495 -17.1341 -22.4436 -0.46
H -12.3299 -16.1625 -26.6682 0.00
H -11.8585 -17.7400 -26.5681 0.45
H -10.7880 -16.6051 -27.4379 -0.03
H -11.6657 -16.5850 -24.5640 0.19
H -10.1861 -15.6899 -25.0448 0.33
H -9.0352 -17.6719 -25.4760 0.11
H -10.1939 -18.7842 -24.7939 0.42
C -9.4315 -17.4724 -30.6040 -0.93
C -8.3185 -17.3477 -29.5943 0.09
C -7.2090 -16.2300 -29.8337 0.81
C -6.4906 -16.4969 -31.0536 -0.09
N -5.9714 -16.7570 -32.0556 -0.52
H -9.1747 -17.7229 -31.6333 0.38
H -10.0965 -16.6099 -30.5595 -0.02
H -10.1250 -18.2946 -30.4273 0.39
H -7.8796 -18.3143 -29.3471 0.41
H -8.8483 -17.0828 -28.6793 -0.24
H -6.4066 -16.2189 -29.0960 0.10
H -7.5273 -15.2096 -29.6205 -0.32
Br -7.5434 -14.3633 -35.1807 -0.18
C -6.6276 -13.2214 -33.8337 -0.66
C -7.3981 -13.3199 -32.5273 0.12
Br -6.3893 -12.4116 -31.0654 -0.16
H -6.8914 -12.2659 -34.2870 0.40
H -5.5911 -13.5397 -33.7219 0.43
H -7.3125 -14.3697 -32.2468 -0.09
H -8.4579 -13.0718 -32.5849 0.14
Br -6.7747 -13.8307 -27.1068 -0.10
C -5.4269 -14.8595 -26.0551 -0.71
C -5.6408 -14.6069 -24.5530 -0.48
Br -4.3673 -15.7938 -23.6063 -0.16
H -4.4539 -14.5601 -26.4446 0.44
H -5.6860 -15.8801 -26.3367 0.43
H -6.6762 -14.8770 -24.3452 0.29
H -5.4288 -13.5922 -24.2161 0.39
Br -14.5863 -13.3253 -23.3682 -0.17
C -15.4911 -14.9620 -24.0958 -0.58
C -15.7782 -14.7928 -25.5416 -0.36
Br -16.9508 -16.2982 -26.1570 -0.14
H -16.3743 -15.1371 -23.4816 0.43
H -14.9329 -15.8902 -23.9735 0.38
H -14.9076 -14.9577 -26.1764 0.00
H -16.1319 -13.7832 -25.7505 0.45